1.
C15H22BEuN3O4S as an isolated structure at a distorted geometry, computed with ωB97M-V/def2-TZVPD.

As for the spin multiplicity: 8. For the energy, the calculation gives -2182.667988 Eh. As for the charge: +2. As for the expectation value of S²: 15.76. The calculation puts the HOMO energy (alpha / beta) at -13.315 / -13.315 eV.

Each line ends with the Mulliken spin population.
Cartesian coordinates (Å):
1 C 0.51 -2.76 1.45  0.000
2 C -0.34 -3.23 0.26  0.002
3 B -1.79 -2.66 0.25  -0.008
4 O -2.85 -3.44 -0.16  -0.014
5 C -2.04 -1.14 0.62  0.005
6 C -2.60 -0.82 1.84  0.001
7 C -2.77 0.54 2.17  0.000
8 N -3.29 1.02 3.30  0.000
9 S -3.25 2.60 3.17  0.000
10 N -2.60 2.77 1.74  0.000
11 C -2.38 1.55 1.27  -0.002
12 C -1.81 1.24 0.01  0.002
13 C -1.37 2.35 -0.87  0.001
14 C -0.10 3.04 -0.31  0.000
15 C 0.98 2.09 0.22  0.000
16 C 2.35 2.30 -0.40  0.000
17 N 3.43 1.86 0.48  0.000
18 C 3.83 0.53 0.41  0.000
19 C 3.93 -0.12 -0.94  0.000
20 O 4.13 -0.08 1.41  0.000
21 C -1.67 -0.10 -0.29  -0.014
22 C -1.18 -0.60 -1.58  0.079
23 O 0.22 -0.73 -1.66  -0.001
24 O 0.66 -0.62 -3.02  0.000
25 H 0.16 -3.18 2.39  0.000
26 H 0.57 -1.69 1.51  0.000
27 H 1.53 -3.11 1.32  0.000
28 H -0.33 -4.33 0.22  0.001
29 H 0.20 -2.91 -0.64  0.000
30 H -2.61 -4.38 -0.14  0.002
31 H -2.89 -1.57 2.56  0.000
32 H -1.18 2.03 -1.89  0.000
33 H -2.16 3.09 -0.92  0.000
34 H 0.32 3.64 -1.11  0.000
35 H -0.42 3.71 0.47  0.000
36 H 1.05 2.21 1.30  0.000
37 H 0.71 1.05 0.07  0.000
38 H 2.39 1.80 -1.36  0.000
39 H 2.48 3.36 -0.59  0.000
40 H 3.12 1.97 1.44  0.000
41 H 2.97 -0.17 -1.45  0.000
42 H 4.65 0.42 -1.55  0.000
43 H 4.30 -1.12 -0.79  0.000
44 H -1.50 -0.02 -2.44  0.001
45 H -1.64 -1.62 -1.69  -0.073
46 H 0.69 -1.53 -3.36  0.000
47 Eu -2.41 -3.22 -2.70  7.021

---

2.
A 2-piece molecular cluster, C4H6O overall at a distorted geometry, computed with ωB97M-V/def2-TZVPD.

For the energy, the calculation gives -231.009744 Eh. The calculation puts the HOMO energy at -8.248 eV.

Each line ends with the natural charge from an NBO analysis.
Cartesian coordinates (Å):
1 C 1.54 -1.02 0.38  -0.173
2 C 2.01 0.23 0.33  -0.172
3 C 0.62 0.04 0.01  0.293
4 C -1.70 0.42 -0.03  -0.253
5 O -0.49 0.54 0.61  -0.536
6 H 1.43 -2.08 0.60  0.243
7 H 2.73 0.90 0.57  0.219
8 H -0.09 -0.14 -1.76  -0.183
9 H -1.59 0.01 -1.06  0.204
10 H -2.17 1.43 -0.06  0.184
11 H -2.30 -0.31 0.43  0.173

---

3.
A 2-piece molecular cluster, C2H8NOS overall at a distorted geometry, computed with ωB97M-V/def2-TZVPD.

For the energy, the calculation gives -609.214257 Eh. As for the charge: -1. The calculation puts the HOMO energy at -2.621 eV.

Each line ends with the natural charge from an NBO analysis.
Cartesian coordinates (Å):
1 C 0.17 -0.29 -1.00  -0.219
2 C -0.54 -1.35 -0.18  -0.538
3 S -1.16 -0.96 1.47  -0.719
4 N 1.33 0.32 -0.39  -0.890
5 H -0.52 0.48 -1.37  0.151
6 H 0.43 -0.83 -1.94  0.156
7 H 0.15 -2.21 -0.13  0.161
8 H -1.36 -1.76 -0.78  0.176
9 H 2.19 0.09 -0.87  0.348
10 H 1.36 0.20 0.62  0.389
11 H -0.93 1.64 2.07  0.495
12 H -0.44 2.19 0.80  0.473
13 O -0.68 2.48 1.70  -0.982

---

4.
A 2-piece molecular cluster, C3H8O2 overall at a distorted geometry, computed with ωB97M-V/def2-TZVPD.

For the energy, the calculation gives -269.531586 Eh. The structure (SMILES) is C=CCO.O. The calculation puts the HOMO energy at -9.966 eV.

Each line ends with the natural charge from an NBO analysis.
Cartesian coordinates (Å):
1 C -0.75 0.70 -1.40  -0.376
2 C -0.31 0.00 -0.35  -0.230
3 C -1.18 -0.72 0.62  -0.111
4 O -2.48 -1.04 0.06  -0.715
5 H -0.06 1.17 -2.08  0.203
6 H -1.81 0.67 -1.63  0.205
7 H 0.74 -0.27 -0.39  0.192
8 H -1.46 -0.18 1.53  0.201
9 H -0.73 -1.67 0.95  0.170
10 H -2.32 -1.52 -0.76  0.461
11 O 3.98 0.98 0.84  -0.934
12 H 3.64 1.07 1.73  0.469
13 H 3.31 0.46 0.37  0.466

---

5.
C17H23B2F4N10O2Pt as an isolated structure, computed with ωB97M-V/def2-TZVPD.

As for the spin multiplicity: 2. For the energy, the calculation gives -1927.786460 Eh. As for the charge: +2. As for the expectation value of S²: 0.76. The calculation puts the HOMO energy (alpha / beta) at -14.492 / -14.492 eV.

Each line ends with the Mulliken spin population.
Cartesian coordinates (Å):
1 Pt 0.97 -0.03 -0.86  0.000
2 C 0.25 -2.92 -2.66  0.000
3 C -0.68 -2.45 -1.60  -0.001
4 C -1.85 -3.04 -1.16  0.000
5 C -2.37 -2.20 -0.19  0.001
6 N -1.57 -1.14 -0.05  0.001
7 N -0.54 -1.28 -0.93  0.000
8 B -1.61 0.15 0.81  -0.001
9 N -0.27 0.08 1.66  0.000
10 C -0.07 -0.02 2.98  -0.001
11 C 1.29 -0.13 3.22  0.001
12 C 1.93 -0.12 1.98  0.001
13 C 3.38 -0.25 1.71  -0.006
14 N 0.94 0.03 1.07  0.001
15 N -1.41 1.35 -0.16  0.001
16 C -2.18 2.41 -0.40  0.000
17 C -1.59 3.18 -1.39  0.000
18 C -0.42 2.54 -1.75  0.000
19 C 0.58 2.94 -2.77  0.001
20 N -0.34 1.42 -0.99  -0.002
21 N -2.78 0.34 1.68  0.000
22 C -2.99 1.35 2.58  0.000
23 C -4.20 1.14 3.16  0.000
24 C -4.69 -0.06 2.57  0.000
25 C -5.99 -0.75 2.84  0.000
26 N -3.83 -0.52 1.68  0.000
27 H -0.30 -3.54 -3.37  0.000
28 H 1.05 -3.52 -2.24  0.000
29 H 0.69 -2.09 -3.23  0.000
30 H -2.27 -3.96 -1.51  0.000
31 H -3.28 -2.24 0.40  0.000
32 H -0.91 0.01 3.65  0.000
33 H 1.78 -0.22 4.17  0.000
34 H 3.92 -0.14 2.64  0.000
35 H 3.73 0.52 1.03  0.003
36 H 3.62 -1.23 1.29  0.001
37 H -3.11 2.54 0.14  0.000
38 H -1.97 4.09 -1.82  0.000
39 H 0.10 3.59 -3.50  0.000
40 H 0.98 2.08 -3.32  0.000
41 H 1.40 3.49 -2.31  -0.001
42 H -2.27 2.15 2.72  0.000
43 H -4.69 1.74 3.91  0.000
44 H -6.57 -0.19 3.57  0.000
45 H -5.81 -1.75 3.24  0.000
46 H -6.58 -0.84 1.93  0.000
47 N 4.67 0.26 -2.24  0.522
48 N 4.61 1.47 -1.74  0.445
49 C 3.45 2.11 -1.12  -0.008
50 O 3.63 3.28 -0.90  0.098
51 O 2.38 1.43 -0.94  -0.025
52 H 4.28 -0.52 -1.71  -0.003
53 H 5.45 0.06 -2.85  -0.017
54 H 5.32 2.14 -2.01  -0.018
55 F 3.36 -2.43 -2.77  0.002
56 B 3.51 -2.74 -1.47  0.006
57 F 3.00 -3.86 -0.99  0.000
58 F 4.58 -2.17 -0.87  0.000
59 F 2.27 -1.54 -0.78  0.000

---

6.
A 14-piece molecular cluster, C4H37N2O15 overall at a distorted geometry, computed with ωB97M-V/def2-TZVPD.

For the energy, the calculation gives -1412.522031 Eh. As for the charge: +1. The calculation puts the HOMO energy at -12.776 eV.

Each line ends with the natural charge from an NBO analysis.
Cartesian coordinates (Å):
1 N -1.20 2.09 -0.37  -0.758
2 C -0.44 1.77 0.84  -0.172
3 C -1.20 0.85 1.80  -0.074
4 O -2.33 0.47 1.03  -0.771
5 C 0.90 1.18 0.41  0.686
6 N 1.84 0.97 1.33  -0.582
7 C 1.68 1.36 2.73  -0.448
8 O 1.11 1.01 -0.80  -0.701
9 H -1.43 3.09 -0.41  0.459
10 H -2.11 1.58 -0.46  0.496
11 H -0.66 1.81 -1.22  0.490
12 H -0.17 2.72 1.30  0.240
13 H -0.66 -0.09 2.00  0.195
14 H -1.58 1.25 2.74  0.181
15 H -2.97 -0.12 1.47  0.523
16 H 2.75 0.61 1.09  0.442
17 H 1.98 2.40 2.88  0.206
18 H 2.48 0.91 3.32  0.244
19 H 0.74 1.06 3.17  0.220
20 H 1.14 -1.44 4.41  0.493
21 H 1.00 -0.90 5.92  0.482
22 O 1.37 -0.77 5.05  -0.976
23 H 2.29 2.05 -4.73  0.488
24 H 1.16 2.11 -3.78  0.446
25 O 1.53 2.61 -4.52  -0.931
26 H -2.06 1.71 -3.35  0.496
27 H -0.59 1.96 -3.63  0.487
28 O -1.25 2.06 -2.94  -0.958
29 H 1.59 -3.30 -2.38  0.469
30 H 2.75 -3.50 -3.26  0.474
31 O 2.46 -3.71 -2.36  -0.942
32 H 2.46 1.19 -2.23  0.493
33 H 2.83 -0.25 -2.44  0.461
34 O 2.74 0.58 -2.92  -0.959
35 H 2.82 -2.26 2.21  0.499
36 H 2.48 -3.34 3.22  0.481
37 O 2.08 -2.63 2.72  -0.975
38 H -4.78 -0.28 3.49  0.494
39 H -3.32 0.09 3.72  0.476
40 O -3.91 -0.36 3.10  -0.955
41 H -1.82 -1.63 -2.72  0.471
42 H -2.01 -2.50 -1.49  0.516
43 O -2.40 -1.73 -1.96  -0.994
44 H -1.20 5.84 -0.40  0.495
45 H -2.33 5.18 -1.11  0.489
46 O -1.55 4.96 -0.60  -0.963
47 H -1.57 -4.70 -1.69  0.485
48 H -0.43 -4.20 -0.79  0.511
49 O -1.03 -3.94 -1.50  -0.990
50 H -0.09 -4.66 1.59  0.487
51 H 1.07 -3.79 1.07  0.498
52 O 0.16 -4.04 0.89  -0.966
53 H -2.94 0.00 -1.77  0.512
54 H -4.04 0.36 -0.73  0.485
55 O -3.43 0.74 -1.36  -0.975
56 H 4.09 -0.90 -0.10  0.488
57 H 2.80 -1.55 -0.32  0.491
58 O 3.29 -1.12 0.39  -0.962